1.
Density functional theory data (ωB97M-V with the def2-TZVPD basis set) for a molecular structure, C24H47BBr18F9S.

HOMO energy = -4.70 eV
energy = -48596.53505 Eh
gap between HOMO and LUMO = 0.22742 Ha
charge = -1
max |F| = 14.13 eV/Å

Atoms and positions in Å:
Br -0.81 -1.23 4.25
F 2.59 3.04 -3.80
C 2.76 1.74 -3.55
C -5.28 1.25 -1.97
C -1.09 -1.10 -1.01
C 6.83 0.78 5.74
H -4.51 0.67 -1.47
F 3.74 1.93 -5.65
H 0.18 -2.50 -2.02
H -9.55 -1.45 -1.67
Br -4.41 2.18 -3.45
F 2.60 -1.29 -5.55
H 0.79 0.29 5.40
C 1.89 5.10 -8.44
C 4.32 -4.35 5.78
C -6.36 -5.42 2.89
H -8.28 -3.15 -0.16
H -0.91 -3.26 -0.85
F 3.44 -0.91 -3.52
Br -4.72 3.15 0.09
Br 1.64 -3.62 5.11
H 7.33 0.97 6.69
C 4.40 -0.83 2.88
C 5.07 0.20 2.01
H 2.99 -5.65 4.71
Br 4.76 -0.18 0.13
H -1.13 3.87 -3.01
H 6.16 0.17 2.15
H -6.03 -6.21 3.56
Br -5.98 -2.29 -0.57
H 0.33 2.42 -4.32
Br 0.45 5.00 -9.76
C 1.50 1.29 -2.83
H 2.80 4.92 -9.01
H -2.06 0.12 6.54
Br 1.12 -2.36 0.26
H -8.36 -5.07 3.64
H -8.01 -0.59 -1.84
H -5.50 -4.85 2.56
Br -2.29 -1.06 0.52
H 0.27 -1.03 6.46
H -0.47 -0.22 -0.94
H 4.55 -1.84 2.52
H 1.42 0.21 -2.81
H -1.86 1.77 -1.30
H 3.60 -4.30 3.74
Br -1.43 2.23 5.38
H -6.64 1.67 -0.37
F 3.85 1.67 -2.80
C 0.21 1.99 -3.34
F 5.22 0.08 -4.51
H 0.13 3.31 0.44
Br 0.36 4.59 -6.08
C -1.23 2.63 -1.05
C -0.07 -0.26 5.77
H -5.99 0.57 -2.44
H 1.90 6.12 -8.07
B -0.36 3.18 -2.34
Br -7.07 -6.33 1.32
C 3.28 -4.60 4.73
H -0.74 0.97 7.38
H 4.75 -0.76 3.91
C 1.73 4.08 -7.35
H -7.07 -4.25 4.54
H 3.93 -4.38 6.79
F 4.61 -1.95 -5.03
C 7.36 1.69 4.67
H -7.86 -3.19 -1.89
H 7.02 2.72 4.78
H -0.57 1.22 -3.37
Br 2.49 -0.53 2.96
H 1.66 1.62 -1.81
H 0.56 3.92 -2.01
Br -8.94 -0.35 0.46
H 5.14 -5.06 5.68
C -0.31 -2.38 -1.05
H -1.03 2.18 1.07
Br 4.95 1.09 6.08
Br 6.79 1.11 2.90
C 2.98 1.11 -4.95
H 8.44 1.67 4.64
H -1.92 3.44 -0.79
S 3.87 -0.56 -4.97
C -1.10 0.62 6.42
Br -7.71 -2.93 2.55
Br 5.11 -2.60 5.50
H 4.72 1.21 2.20
F 4.32 -0.31 -6.48
H -1.74 -1.02 -1.88
H -6.55 2.96 -1.58
H 0.30 1.56 0.05
C -8.57 -1.28 -1.22
C -5.98 2.21 -1.05
H 1.46 3.10 -7.73
H 2.64 4.00 -6.77
C -7.41 -4.57 3.55
F 1.90 1.00 -5.62
C -0.38 2.39 0.22
C -7.86 -2.58 -0.98
H 6.94 -0.27 5.48

2.
Density functional theory data (ωB97M-V with the def2-TZVPD basis set) for 7 unconnected molecules or ions with the total composition C24H47F9O18S4.

HOMO energy = -11.01 eV
SMILES = CCOC(=O)C(F)(F)F.CCOC(=O)C(F)(F)F.CCOC(=O)C(F)(F)F.CCOS(C)(=O)=O.CCOS(C)(=O)=O.CCOS(C)(=O)=O.CCOS(C)(=O)=O
energy = -4788.31762 Eh
gap between HOMO and LUMO = 0.40398 Ha
charge = 0
max |F| = 5.70 eV/Å

Atoms and positions in Å:
C -0.31 -2.84 7.14
F -4.24 -2.06 7.01
H 8.54 -4.06 -8.50
H -0.39 -5.02 -3.28
C -2.75 -8.59 2.00
C -1.00 -0.65 -0.65
O 7.05 -2.77 4.73
F -3.67 -0.37 5.82
F -4.05 -0.07 7.83
F -1.06 -8.88 0.42
H 8.39 -1.50 -6.91
H -0.67 -5.12 6.97
O 11.99 -0.57 -8.21
H 7.60 1.25 0.79
H -4.75 -7.77 3.57
C 7.24 -3.63 2.24
H 6.64 1.04 2.16
F -0.51 -8.06 2.25
C -0.08 -4.36 7.48
C 0.36 -1.45 -0.77
C -4.17 -6.93 3.18
H -0.84 0.25 -1.24
H 6.41 -4.30 2.46
H -9.48 3.07 0.43
C -8.87 3.01 -0.47
C -2.61 13.26 -1.30
H -0.29 -4.54 8.54
O -2.24 11.93 -0.97
H 10.82 1.21 -6.24
H -11.40 3.46 -2.51
O -10.15 6.07 -2.35
H -0.95 -3.45 -3.80
H -3.44 13.31 -2.00
H 1.07 -0.73 -0.37
H -1.83 -1.19 -1.10
C -4.90 -6.12 1.95
H 9.48 0.07 -5.84
O -3.64 -9.43 1.78
H -9.92 1.16 -1.27
C -2.04 -1.19 7.18
H -3.87 -6.27 3.99
C -3.07 10.89 -1.20
C -3.51 -0.94 6.98
C -1.30 -8.95 1.71
H 6.97 -3.08 -8.14
S 10.60 -0.58 -7.87
O 0.69 -1.71 -2.10
C -0.61 -4.01 -2.93
H -4.95 -6.88 1.17
S -10.27 5.14 -1.21
H 7.39 -1.04 0.97
H 0.96 -4.66 7.38
C 8.09 -0.62 1.70
S 6.84 -2.33 3.35
F -1.30 9.56 -0.51
H -7.84 3.12 -0.14
S 1.12 -3.30 -2.47
F -3.20 8.63 -0.75
C -2.30 9.53 -1.34
F -1.00 -10.19 2.04
H -11.63 3.15 -0.86
H -1.75 13.61 -1.87
H -1.21 -0.31 0.37
F -1.95 9.21 -2.58
O 1.65 -3.90 -1.26
H 0.14 -2.59 6.18
H -2.82 15.15 -0.29
H 8.21 1.67 2.41
C -2.76 14.09 -0.02
H 11.32 -0.26 -5.41
H -4.33 -5.24 1.65
O 10.11 -2.16 -7.67
H -5.88 -5.70 2.17
C 10.55 0.17 -6.05
O -1.28 -0.22 7.35
H -8.48 1.27 -2.02
H 8.12 -4.11 2.66
O -2.96 -7.31 2.56
H -8.45 0.79 -0.40
C -11.63 3.97 -1.58
C 8.04 -3.10 -8.37
H 0.21 -2.35 7.96
O 9.62 0.08 -8.72
O 5.63 -1.62 2.95
H 8.29 -2.38 -9.15
C 8.87 -2.44 -7.20
O 8.06 -1.27 2.99
O -4.34 10.91 -1.30
H 8.87 -2.99 -6.26
O 2.00 -3.31 -3.66
O -9.07 3.98 -1.45
H 7.31 -3.35 1.19
C 7.67 0.93 1.82
C -8.92 1.53 -1.06
O -10.23 5.49 0.18
H -3.71 14.00 0.49
H 9.10 -0.60 1.31
H 0.27 -2.34 -0.15
H -1.94 13.83 0.65
O -1.66 -2.52 7.13
H -1.22 -3.99 -2.03
H -12.60 4.46 -1.42

3.
Density functional theory data (ωB97M-V with the def2-TZVPD basis set) for 8 unconnected molecules or ions with the total composition C24H47N8O11.

HOMO energy = -6.41 eV
energy = -2207.66501 Eh
gap between HOMO and LUMO = 0.26612 Ha
charge = -1
max |F| = 15.34 eV/Å

Atoms and positions in Å:
N -2.29 1.81 -4.66
H 0.99 -4.79 0.08
C 1.75 -4.96 -2.35
H -4.67 -1.47 -0.94
C -1.49 0.71 -4.06
H 1.53 1.09 -2.98
N 2.50 2.66 -3.36
C -4.75 -3.79 -1.98
H -1.15 1.48 6.97
H 1.29 -5.30 -3.35
C -0.54 -1.45 5.22
H -2.24 4.14 -5.02
H 0.12 -1.71 4.21
O -0.01 2.05 4.55
H -4.26 2.27 0.03
O 7.75 0.84 3.67
H 0.26 0.30 7.25
C -2.52 -3.05 -2.67
H 1.16 -1.68 -1.48
H -0.31 0.77 -4.51
O 0.28 -0.89 1.24
N -0.44 -0.02 5.44
H 2.84 0.59 -3.81
C 2.99 -1.35 3.73
H -2.55 3.39 -3.41
H -1.45 -1.89 4.97
O 1.30 0.55 -0.07
C -3.29 1.62 -5.59
H -3.30 3.97 2.73
H -0.83 2.51 0.52
H 1.97 -1.70 3.40
C -3.28 2.08 0.10
H -2.64 2.24 -0.89
C 1.30 -2.57 -2.09
C 2.62 3.16 -4.57
N 7.13 0.20 4.47
C -3.92 -1.43 -1.53
C 5.74 -0.22 4.26
O 2.92 2.45 -5.57
H -4.63 3.53 1.63
H -0.63 -4.30 -0.63
H -3.63 2.37 -6.09
H -0.08 0.46 3.32
H -1.50 0.75 -2.96
N 0.26 -0.01 0.33
C -1.29 3.10 1.12
H -3.28 1.05 0.69
H -1.04 3.40 -3.90
H -1.17 -0.04 7.48
C 2.20 3.48 -2.20
H 1.87 -5.81 -1.85
H -0.31 -2.01 6.04
H -5.75 -3.27 -2.05
H -3.42 -1.15 -0.71
H -3.89 -0.57 -2.14
H 2.56 4.23 -4.51
C -1.98 3.21 -4.32
C 3.46 -1.68 4.94
O 7.74 -0.42 5.44
C 3.60 -0.23 2.69
H 1.30 4.26 -2.34
O -0.72 0.01 -0.41
C -0.67 0.39 6.90
H 5.34 -1.52 6.13
H 5.10 1.04 2.15
C 4.91 -1.12 5.23
C -0.24 0.79 4.44
N -3.71 -2.72 -2.16
O 1.71 -2.30 -3.20
H -4.50 -3.99 -1.01
O -3.59 0.44 -5.88
C 5.01 0.29 2.93
O -2.22 -4.16 -3.22
C 0.44 -4.06 -0.48
H 2.07 2.93 -1.43
H 2.98 -2.28 5.63
O -0.75 4.07 1.73
N -2.61 2.99 1.03
H -1.62 -0.37 -4.50
H 3.06 0.88 -2.16
H 2.89 -4.78 -2.69
N 1.19 -3.84 -1.76
C -3.51 3.94 1.71
H 2.95 -0.09 1.89
H 0.51 -3.09 0.17
H 2.93 4.14 -2.08
C 2.50 1.19 -3.01
H -2.01 -2.19 -2.67
H -3.37 4.98 1.51
H -4.91 -4.51 -2.74